[1]
6 unconnected molecules or ions with the total composition C34H74BCl2FN2O11S at a distorted geometry. Source: the OMol25 dataset; level of theory: ωB97M-V/def2-TZVPD.

```
126
Properties=species:S:1:pos:R:3:lowdin_charge:R:1
C -0.8247 0.7915 4.9843 0.0043
C -0.8604 1.0579 3.6521 -0.1494
C -1.7444 0.2379 2.7241 -0.1329
C -1.3121 -0.0424 1.2548 -0.2082
C -2.4214 -1.1221 0.9344 -0.1844
N -2.6727 -1.5102 -0.4410 0.0681
C 0.0442 -0.8188 1.2192 -0.3377
C 0.2006 -1.8736 0.1198 -0.1467
C 1.6081 -2.4930 0.0074 -0.2717
C 1.8214 -3.0265 -1.4064 -0.5833
Cl 3.5546 -3.0996 -1.8253 0.5658
C 0.4574 -1.4988 2.5318 -0.0800
C -0.2482 -2.7496 3.0266 -0.6832
O -0.9366 -2.7360 4.0397 0.0247
Cl -0.0327 -4.3712 2.2649 0.6900
O 1.0912 0.1978 1.0889 -0.1523
S 1.2533 0.8483 -0.3471 0.7193
O 1.8506 2.1206 -0.0632 -0.2437
O 2.0346 0.1027 -1.2867 -0.2365
C -0.4831 1.1864 -0.9263 -0.3476
F -0.2863 2.4496 -1.4664 0.0199
C -0.9592 0.4319 -2.1542 -0.1154
C 0.0318 0.4456 -3.3540 -0.1880
C -0.7024 0.3165 -4.6831 -0.1578
C -1.3747 1.6190 -5.1541 -0.2279
O -0.7291 2.1200 -6.3080 -0.1829
C 0.3605 2.9594 -5.9845 -0.1091
C -1.4074 1.2451 0.3231 -0.1240
C -1.0805 2.5757 1.1181 -0.1067
C -1.3695 3.9476 0.4670 -0.1740
C -0.1046 4.8452 0.5814 -0.2459
C -0.0687 5.6463 1.8785 -0.1098
B -2.9238 1.6218 -0.0337 -0.5287
O -3.2288 2.3126 -1.2152 0.1418
N -4.0509 1.4344 0.8984 -0.1078
C -5.2376 0.9081 0.2040 -0.0787
C -4.4388 2.6994 1.5501 -0.0654
H 0.0960 0.5811 5.5164 0.0569
H -1.7477 0.7242 5.5556 0.0601
H -0.2011 1.8539 3.3322 0.0937
H -2.7502 0.6701 2.7195 0.1165
H -1.8919 -0.7152 3.2146 0.0982
H -3.3603 -0.8566 1.4097 0.1154
H -2.1269 -2.0230 1.4747 0.1110
H -2.5585 -2.4963 -0.5984 0.0629
H -3.5434 -1.1975 -0.8401 0.0578
H -0.0342 -1.5100 -0.8754 0.0848
H -0.4934 -2.6944 0.2686 0.0827
H 2.3791 -1.7683 0.2461 0.0899
H 1.7717 -3.3337 0.6743 0.0687
H 1.3983 -4.0261 -1.4512 0.0752
H 1.3508 -2.4028 -2.1585 0.0499
H 1.5176 -1.7572 2.4347 0.0993
H 0.4981 -0.8406 3.3907 0.1140
H -1.2224 -0.6099 -2.0307 0.0930
H -1.8433 0.9053 -2.5684 0.1050
H 0.7378 1.2702 -3.3301 0.1152
H 0.6333 -0.4572 -3.2448 0.0896
H 0.0521 0.0767 -5.4308 0.1183
H -1.3740 -0.5432 -4.6516 0.1113
H -2.3999 1.3951 -5.4509 0.1151
H -1.4016 2.3717 -4.3621 0.1145
H 0.1775 3.5562 -5.0892 0.0887
H 1.3051 2.4176 -5.9135 0.0753
H 0.4919 3.6715 -6.7992 0.0864
H -0.0725 2.5390 1.5116 0.1022
H -1.8152 2.5632 1.9200 0.0892
H -1.6390 3.9751 -0.5805 0.0972
H -2.1328 4.5251 0.9870 0.1039
H 0.8083 4.2730 0.4415 0.0885
H -0.1587 5.5681 -0.2350 0.1061
H 0.0548 5.0179 2.7598 0.0693
H -0.9211 6.3140 1.9718 0.0689
H 0.8128 6.2898 1.8444 0.0678
H -3.6250 1.7325 -1.8679 0.1004
H -5.0088 0.3136 -0.6800 0.0404
H -5.8160 0.2664 0.8708 0.0970
H -5.9176 1.7035 -0.1097 0.0922
H -3.8713 2.8484 2.4697 0.0845
H -4.2853 3.5679 0.9028 0.0888
H -5.4879 2.6907 1.8307 0.0873
C -5.4775 -3.0619 -3.3165 -0.0878
C -6.4541 -2.2353 -2.5096 -0.2958
O -5.9107 -0.9422 -2.2347 -0.1012
H -4.5393 -3.1604 -2.7689 0.0605
H -5.8772 -4.0576 -3.5154 0.0753
H -5.2488 -2.5813 -4.2713 0.0754
H -6.6547 -2.7095 -1.5501 0.1126
H -7.4033 -2.1198 -3.0419 0.1115
H -5.7461 -0.5140 -3.0806 0.0874
C -4.4446 -7.0754 -0.0217 -0.0873
C -4.7474 -5.8842 -0.9105 -0.3239
O -3.8217 -4.8212 -0.6849 -0.1014
H -4.4832 -6.7849 1.0283 0.0783
H -5.1595 -7.8818 -0.1900 0.0757
H -3.4395 -7.4567 -0.2165 0.0741
H -5.7433 -5.4967 -0.7005 0.1104
H -4.7048 -6.1720 -1.9664 0.1079
H -2.9427 -5.1594 -0.8810 0.0794
C 5.6399 -2.2961 4.2859 -0.0792
C 4.6670 -1.3329 3.6353 -0.2954
O 3.4684 -1.9975 3.2220 -0.0999
H 5.8972 -3.1005 3.5963 0.0820
H 6.5546 -1.7903 4.5872 0.0459
H 5.1926 -2.7586 5.1700 0.0780
H 5.1044 -0.8886 2.7432 0.1164
H 4.4035 -0.5270 4.3282 0.1107
H 3.0699 -2.3854 4.0075 0.0834
C 5.4030 4.4778 -5.2227 -0.0945
C 4.0410 3.8375 -5.0271 -0.3216
O 3.9547 2.6076 -5.7468 -0.0928
H 5.5863 4.6630 -6.2816 0.0749
H 5.4747 5.4233 -4.6828 0.0730
H 6.1947 3.8144 -4.8674 0.0720
H 3.2520 4.4892 -5.4006 0.1071
H 3.8523 3.6423 -3.9664 0.1113
H 4.6428 2.0295 -5.4057 0.0799
C 10.1695 0.0217 5.9407 -0.0934
C 8.7951 -0.5886 6.1424 -0.3213
O 8.7110 -1.8886 5.5611 -0.0959
H 10.4028 0.0878 4.8778 0.0766
H 10.2232 1.0209 6.3751 0.0739
H 10.9392 -0.5999 6.4042 0.0717
H 8.0318 0.0230 5.6626 0.1077
H 8.5597 -0.6578 7.2097 0.1094
H 9.3725 -2.4417 5.9858 0.0817
```

Output
* HOMO energy: -8.13 eV
* LUMO level: 0.20 eV
* E_tot: -3720.14360 hartree
* max |F|: 3.503 eV/A
* frontier orbital gap: 0.306 Eh
* SMILES: C=CC[C@]1(CN)[C@](CCCCl)(CC(=O)Cl)OS(=O)(=O)[C@@](F)(CCCCOC)[C@@]1(CCCC)B(O)N(C)C.CCO.CCO.CCO.CCO.CCO

[2]
6 unconnected molecules or ions with the total composition C34H74N4O5 at a distorted geometry. Source: the OMol25 dataset; level of theory: ωB97M-V/def2-TZVPD.

```
117
Properties=species:S:1:pos:R:3:lowdin_charge:R:1
O 0.5643 -0.5450 -0.9521 -0.4118
H 0.4481 -0.4828 -1.9053 -0.1530
C -0.8800 -1.0321 -3.9688 0.0024
C -1.6519 -2.3754 -4.0492 -0.4104
C -1.1635 -2.9579 -5.3727 -0.1403
C 0.2832 -3.4528 -5.2775 -0.1614
C 0.3703 -4.6025 -4.2916 -0.1130
C -0.1044 -4.2749 -2.8532 -0.4313
N -1.2837 -3.3098 -2.8787 0.0817
O -2.0090 -3.2243 -1.8865 0.1929
C 0.9593 -3.5008 -2.0724 -0.0010
C -0.4380 -5.5818 -2.1921 -0.0111
C -3.1803 -2.2358 -4.1407 -0.0035
H -1.5212 -0.4794 -3.2726 0.0845
H -0.9981 -0.4496 -4.8805 0.1098
H 0.1259 -0.9788 -3.5679 0.0667
H -1.3009 -2.3314 -6.2513 0.1387
H -1.8451 -3.8056 -5.4988 0.1241
H 0.9831 -2.6480 -5.0412 0.1201
H 0.6854 -3.7989 -6.2303 0.1302
H 1.4322 -4.8408 -4.2349 0.1435
H -0.2036 -5.4115 -4.7434 0.1295
H 0.5640 -3.0672 -1.1514 0.0569
H 1.1126 -2.5280 -2.5415 0.0639
H 1.8717 -4.0819 -1.9652 0.1220
H 0.3960 -6.2810 -2.1743 0.1175
H -1.1808 -6.0777 -2.8213 0.0980
H -0.8524 -5.4606 -1.1922 0.0908
H -3.5762 -1.9988 -3.1514 0.0702
H -3.6801 -3.1926 -4.2970 0.1015
H -3.4620 -1.4852 -4.8743 0.1113
C 3.8216 1.3858 4.1987 -0.0876
C 3.2624 0.0036 3.9764 -0.2190
C 1.9117 0.0050 3.2693 -0.1310
N 1.5566 -1.2930 2.6113 -0.2140
C 2.5298 -1.4642 1.4469 0.0274
C 1.6407 -2.4923 3.5935 -0.0908
C 0.7337 -3.5852 3.0422 -0.1374
C -0.1395 -2.8826 2.0091 -0.1356
C 0.1305 -1.4299 2.1952 -0.1591
H 4.3529 1.4542 5.1480 0.0838
H 3.0384 2.1363 4.3305 0.0763
H 4.5195 1.6629 3.4097 0.0797
H 3.2340 -0.4581 4.9645 0.1181
H 3.9836 -0.5889 3.4116 0.1211
H 1.8242 0.6337 2.3799 0.1112
H 1.0987 0.3572 3.9075 0.1361
H 2.0034 -1.9986 0.6559 0.0772
H 3.4075 -2.0673 1.6686 0.1235
H 2.8119 -0.5117 1.0055 0.0860
H 2.6400 -2.8401 3.8415 0.1405
H 1.1327 -2.2032 4.5154 0.1339
H 1.4823 -4.3001 2.6977 0.1239
H 0.2748 -4.0329 3.9218 0.1224
H 0.2524 -3.0537 1.0072 0.0958
H -1.1452 -3.2099 2.2619 0.1274
H 0.0313 -0.8349 1.2813 0.0982
H -0.6297 -1.0739 2.8934 0.1177
C 1.6188 7.2536 -1.0197 -0.0977
C 1.7017 5.8931 -0.3540 -0.2231
C 2.1120 4.8478 -1.4439 -0.0930
N 1.8176 3.3840 -1.0520 -0.2311
C 0.3342 3.0407 -1.1137 0.0006
C 2.3855 2.9099 0.2964 -0.0876
C 3.8706 2.6285 0.0015 -0.1477
C 3.9750 2.3022 -1.4800 -0.1124
C 2.5175 2.3933 -2.0047 -0.0654
H 1.2640 8.0511 -0.3677 0.0850
H 0.9782 7.1716 -1.8952 0.0840
H 2.6438 7.5703 -1.2266 0.0879
H 0.6441 5.7976 -0.0924 0.1018
H 2.3589 5.6923 0.4892 0.1064
H 3.1706 4.9194 -1.6949 0.1355
H 1.6372 5.1736 -2.3702 0.1262
H -0.1813 3.4412 -1.9832 0.1103
H -0.0786 3.5937 -0.2646 0.0839
H 0.1894 1.9900 -0.8556 0.0576
H 1.7962 2.0202 0.5142 0.1038
H 2.3234 3.6291 1.1114 0.1219
H 4.1680 1.8128 0.6662 0.1039
H 4.5575 3.4010 0.3486 0.1207
H 4.4531 1.3297 -1.5972 0.1139
H 4.6201 3.0937 -1.8600 0.1128
H 1.9849 1.4430 -1.9841 0.1066
H 2.4583 2.8616 -2.9869 0.1328
C -5.7287 1.1456 5.3263 -0.0975
C -5.5427 1.2067 3.8532 -0.2467
C -4.0835 1.0006 3.3984 -0.1054
N -3.8583 1.3683 1.9406 -0.2397
C -3.8489 2.8849 1.7906 0.0457
C -4.7345 0.6420 0.9617 -0.1034
C -3.9505 0.6332 -0.3209 -0.1537
C -2.6290 0.1923 0.2026 -0.1785
C -2.4547 0.8427 1.5692 -0.0868
H -5.3734 1.9238 5.9967 0.0911
H -5.3259 0.1884 5.6796 0.0853
H -6.7569 0.8717 5.5719 0.0914
H -6.0134 2.1120 3.4589 0.1125
H -6.1566 0.4529 3.3546 0.1160
H -3.9305 -0.0747 3.4770 0.1399
H -3.3762 1.6652 3.8903 0.1402
H -3.4801 3.0759 0.7848 0.1028
H -3.2197 3.4645 2.4635 0.1165
H -4.8751 3.2156 1.9363 0.1047
H -5.7695 0.9698 0.8519 0.1501
H -4.8874 -0.3355 1.4232 0.1474
H -3.8294 1.4623 -1.0175 0.1302
H -4.4456 -0.1526 -0.8953 0.1252
H -1.7271 0.5303 -0.3078 0.0844
H -2.6836 -0.8971 0.1857 0.1226
H -1.7481 1.6235 1.2834 0.1220
H -1.9449 0.3232 2.3745 0.0997
O 3.7342 -2.0171 -1.6193 0.0242
C 4.9487 -1.8092 -1.0078 -0.8525
O 5.0630 -0.8615 -0.1846 -0.0892
O 5.8636 -2.6318 -1.1192 -0.0149
H 3.2188 -1.4864 -0.9972 0.0340
```

Output
* charge: +2
* HOMO energy: -9.96 eV
* LUMO level: -7.31 eV
* E_tot: -1934.25695 hartree
* max |F|: 4.616 eV/A
* frontier orbital gap: 0.097 Eh
* energy relative to the best compared isomer or geometry (same formula, charge and spin): 1.6154 eV